Record 1
A cluster of 2 separate species, C9H20N2O in total. Source: the OMol25 dataset; level of theory: ωB97M-V/def2-TZVPD.

E_HOMO = -8.9 eV
structure (SMILES) = C=COC(C)C.NC/C=C/CN
orbital gap = 9.8332 eV
max |F| = 0.02774 Eh/bohr
energy above the lowest of the compared OMol25 structures with the same formula, charge and spin = 168.64 kJ/mol

Element x y z (Å)
C  -1.07  -0.38  2.37
C  -1.43  -0.69  1.13
O  -1.71  -1.94  0.71
C  -2.45  -2.03  -0.53
C  -3.85  -1.49  -0.37
C  -2.49  -3.50  -0.94
H  -0.78  0.64  2.58
H  -1.07  -1.15  3.13
H  -1.55  0.08  0.31
H  -1.91  -1.47  -1.30
H  -4.32  -2.05  0.46
H  -3.85  -0.43  -0.14
H  -4.48  -1.64  -1.25
H  -3.14  -4.06  -0.28
H  -2.88  -3.62  -1.96
H  -1.48  -3.94  -0.88
N  3.39  -0.52  0.96
C  2.12  -0.14  0.33
C  2.34  1.01  -0.61
C  1.62  2.13  -0.57
C  1.76  3.29  -1.53
N  2.03  4.54  -0.82
H  3.20  -1.20  1.70
H  3.96  -1.02  0.29
H  1.45  0.20  1.13
H  1.63  -0.97  -0.21
H  3.13  0.90  -1.37
H  0.85  2.26  0.22
H  2.59  3.12  -2.23
H  0.83  3.45  -2.12
H  2.94  4.47  -0.38
H  1.38  4.68  -0.05

Atomic partial charges in e from the Mulliken method, atoms 1 to 6: -0.8702 0.2149 -0.4443 0.5445 -1.2447 -1.4092

---

Record 2
A structure of composition C3H9N2O3. Source: the OMol25 dataset; level of theory: ωB97M-V/def2-TZVPD.

E_HOMO = -4.1 eV
net charge = -1
orbital gap = 8.0405 eV
max |F| = 0.10956 Eh/bohr
energy above the lowest of the compared OMol25 structures with the same formula, charge and spin = 288.94 kJ/mol

Element x y z (Å)
O  -0.08  3.02  -0.28
C  -0.29  1.76  -0.19
N  -1.53  1.20  -0.29
C  0.91  0.86  -0.40
N  1.15  -0.01  0.70
C  0.11  -0.85  1.37
O  -0.89  -1.07  0.54
H  -1.46  -0.02  0.11
H  -2.31  1.80  -0.38
H  1.75  1.58  -0.30
H  1.03  0.54  -1.36
H  2.17  -0.23  0.70
H  -0.28  -0.14  2.30
H  0.60  -1.91  1.76
H  -0.63  -1.71  -0.75
H  0.29  -2.47  -1.92
O  -0.54  -2.36  -1.60

Atomic partial charges in e from the Mulliken method, atoms 1 to 6: -0.7562 0.2662 -0.4452 -0.3938 -0.2534 -0.3111

---

Record 3
A structure of composition C6H9Cl2DyO6PY. Source: the OMol25 dataset; level of theory: ωB97M-V/def2-TZVPD.

spin multiplicity = 6
E_HOMO (alpha / beta) = -22.1 / -22.1 eV
net charge = +4
orbital gap (alpha / beta) = 6.2043 / 6.1122 eV
max |F| = 0.15405 Eh/bohr
energy above the lowest of the compared OMol25 structures with the same formula, charge and spin = 29.80 kJ/mol

Element x y z (Å)
Dy  -1.87  0.05  -5.56
Y  -0.18  -0.51  -0.89
Cl  -3.18  -1.95  -6.05
Cl  0.95  1.26  -2.34
C  0.44  1.73  0.22
C  0.15  -1.17  -5.57
C  -0.26  0.72  -7.23
O  0.91  2.56  0.91
O  1.09  -1.81  -5.84
O  0.65  1.04  -7.87
C  -1.63  2.45  3.03
O  -2.02  1.24  2.32
P  -0.91  0.19  1.68
O  0.05  -0.35  2.91
C  -0.38  -0.76  4.22
O  1.40  -1.44  -0.08
C  2.47  -2.07  0.55
H  -1.56  3.32  2.36
H  -0.66  2.21  3.47
H  -2.34  2.72  3.83
H  0.45  -0.66  4.91
H  -1.21  -0.12  4.52
H  -0.69  -1.83  4.23
H  3.44  -1.60  0.44
H  2.27  -2.13  1.64
H  2.63  -3.08  0.19

Atomic partial charges in e from the Mulliken method, atoms 1 to 6: 2.0406 1.2458 -0.1589 -0.4301 0.3639 -0.0919

---

Record 4
A cluster of 3 separate species, C2H12N2O2 in total. Source: the OMol25 dataset; level of theory: ωB97M-V/def2-TZVPD.

spin multiplicity = 2
E_HOMO (alpha / beta) = -14.1 / -14.1 eV
net charge = +1
orbital gap (alpha / beta) = 10.2186 / 5.2307 eV
max |F| = 0.04662 Eh/bohr
energy above the lowest of the compared OMol25 structures with the same formula, charge and spin = 103.44 kJ/mol

Element x y z (Å)
C  -0.30  0.81  -2.24
N  -0.56  0.00  -1.03
C  0.48  -0.13  -0.05
N  0.23  0.41  1.33
H  0.72  0.59  -2.59
H  -0.48  1.85  -1.95
H  -0.99  0.53  -3.02
H  -1.00  -0.86  -1.37
H  0.57  -1.21  0.15
H  1.34  0.45  -0.38
H  -0.38  -0.19  1.88
H  -0.26  1.29  1.19
H  3.29  1.18  1.36
H  2.15  0.80  2.30
O  3.02  1.23  2.29
H  -2.89  -2.92  0.97
H  -2.39  -1.79  0.11
O  -2.56  -2.03  1.04

Atomic partial charges in e from the Mulliken method, atoms 1 to 6: -0.8297 0.0293 -0.4163 -0.5179 0.3817 0.3234

---

Record 5
A cluster of 2 separate species, C3H5IN2 in total. Source: the OMol25 dataset; level of theory: ωB97M-V/def2-TZVPD.

E_HOMO = -9.1 eV
structure (SMILES) = C=CC#N.NI
orbital gap = 8.8554 eV
max |F| = 0.04275 Eh/bohr
energy above the lowest of the compared OMol25 structures with the same formula, charge and spin = 85.85 kJ/mol

Element x y z (Å)
C  -1.48  0.36  1.54
C  -0.93  0.52  0.35
C  -0.48  1.66  -0.31
N  -0.05  2.48  -0.98
H  -1.80  -0.57  1.94
H  -1.81  1.21  2.05
H  -0.75  -0.37  -0.20
N  1.73  -1.63  -1.38
I  2.61  -1.23  0.42
H  2.23  -1.17  -2.16
H  0.74  -1.27  -1.27

Atomic partial charges in e from the Mulliken method, atoms 1 to 6: -0.8205 -0.0926 0.4637 -0.3835 0.3220 0.2939

---

Record 6
A cluster of 2 separate species, C6H12N2O in total. Source: the OMol25 dataset; level of theory: ωB97M-V/def2-TZVPD.

E_HOMO = -9.1 eV
structure (SMILES) = CCC#[N+][O-].CC(C)=N
orbital gap = 10.0074 eV
max |F| = 0.09254 Eh/bohr
energy above the lowest of the compared OMol25 structures with the same formula, charge and spin = 472.43 kJ/mol

Element x y z (Å)
C  -0.23  -1.34  2.73
C  0.04  0.12  3.09
C  -0.18  1.25  2.16
N  -0.54  1.84  1.23
O  -0.88  2.58  0.37
H  -1.40  -1.46  2.82
H  0.14  -1.97  3.42
H  0.22  -1.54  1.71
H  1.14  0.40  3.31
H  -0.47  0.29  4.12
C  1.57  -0.22  -2.13
C  0.09  -0.10  -1.85
C  -0.70  0.42  -3.04
N  -0.46  -0.64  -0.83
H  2.03  -0.48  -1.12
H  1.81  0.71  -2.59
H  1.75  -1.19  -2.75
H  -0.25  1.53  -3.09
H  -1.82  0.59  -2.79
H  -0.38  -0.19  -3.98
H  -1.47  -0.61  -0.80

Atomic partial charges in e from the Mulliken method, atoms 1 to 6: -0.8969 -0.3865 0.0737 0.5421 -0.6969 0.2184